{"formula": "C33H66N3O5", "method": "wB97M-V/def2-TZVPD", "spin_multiplicity": 3, "s_squared": 2.008, "charge": 1, "orbital_gap_ev": [7.47, 8.72], "e_homo_ha": [-0.365, -0.412], "total_energy_ev": -49990.206, "species": ["C", "C", "O", "O", "C", "C", "C", "C", "C", "C", "C", "C", "N", "C", "C", "C", "O", "C", "C", "H", "H", "H", "H", "H", "H", "H", "H", "H", "H", "H", "H", "H", "H", "H", "H", "H", "H", "H", "H", "H", "H", "H", "H", "H", "H", "H", "H", "H", "H", "C", "C", "C", "C", "C", "C", "N", "O", "C", "C", "C", "H", "H", "H", "H", "H", "H", "H", "H", "H", "H", "H", "H", "H", "H", "H", "H", "H", "H", "C", "C", "C", "C", "C", "C", "N", "O", "C", "C", "C", "H", "H", "H", "H", "H", "H", "H", "H", "H", "H", "H", "H", "H", "H", "H", "H", "H", "H"], "positions_angstrom": [[-2.6927, -2.2329, -2.4969], [-2.6695, -3.1411, -3.7051], [-2.7731, -4.3232, -3.6664], [-2.6124, -2.4862, -4.9164], [-1.4989, -1.6162, -5.1240], [-1.6892, -0.7931, -6.3936], [-1.6635, 0.7160, -6.1389], [-0.2588, 1.3103, -5.8997], [-0.1598, 2.3138, -4.7454], [-0.3522, 1.7483, -3.3283], [0.9654, 1.5190, -2.5549], [1.0038, 0.2554, -1.6897], [1.9441, -0.7763, -2.2504], [2.3463, -1.8045, -1.2449], [3.1797, -2.9496, -1.8539], [3.4876, -2.9392, -3.3837], [3.5026, -4.2748, -3.8464], [2.5634, -2.0327, -4.2263], [1.3873, -1.5104, -3.4317], [-3.5384, -1.5495, -2.5845], [-2.7490, -2.8145, -1.5825], [-1.7957, -1.6147, -2.4542], [-0.5960, -2.2374, -5.1731], [-1.3948, -0.9331, -4.2778], [-0.9267, -1.0605, -7.1287], [-2.6462, -1.0803, -6.8295], [-2.1026, 1.2033, -7.0102], [-2.3262, 0.9600, -5.3019], [0.0397, 1.8486, -6.8010], [0.4902, 0.5140, -5.7893], [0.8275, 2.7834, -4.7939], [-0.8729, 3.1195, -4.9281], [-0.9755, 2.4273, -2.7464], [-0.9151, 0.8097, -3.3716], [1.8004, 1.5073, -3.2667], [1.1431, 2.3658, -1.8923], [1.3195, 0.4570, -0.6638], [0.0261, -0.2295, -1.6656], [2.7881, -0.3127, -2.5945], [1.4061, -2.1931, -0.8531], [2.8381, -1.2910, -0.4227], [2.6714, -3.8906, -1.6493], [4.1315, -2.9975, -1.3294], [4.5151, -2.6070, -3.5264], [2.6228, -4.5448, -4.1329], [3.1362, -1.1742, -4.5931], [2.2220, -2.5586, -5.1190], [0.7300, -0.8509, -3.9910], [0.7886, -2.3277, -3.0236], [2.3527, 0.5132, 4.5483], [2.4597, 0.6355, 3.0142], [3.9141, 0.7717, 2.5398], [4.5326, 2.1337, 2.8336], [3.6808, 3.2530, 2.2398], [2.2261, 3.2109, 2.7183], [1.7021, 1.8162, 2.4767], [1.2912, 1.6431, 1.2753], [2.1382, 3.6377, 4.1876], [1.3597, 4.1782, 1.9187], [1.8499, -0.6292, 2.4315], [3.3040, 0.1967, 4.9770], [2.0539, 1.4285, 5.0397], [1.6005, -0.2313, 4.8096], [3.9403, 0.6032, 1.4560], [4.4965, -0.0285, 3.0016], [4.6561, 2.2688, 3.9111], [5.5348, 2.1757, 2.4040], [4.0933, 4.2316, 2.4960], [3.6958, 3.1756, 1.1476], [1.1505, 3.4240, 4.5984], [2.2968, 4.7149, 4.2372], [2.8898, 3.1777, 4.8229], [1.4422, 4.0099, 0.8486], [1.6846, 5.1961, 2.1362], [0.3109, 4.0820, 2.2024], [0.7872, -0.7166, 2.6626], [2.3632, -1.4914, 2.8624], [1.9770, -0.6589, 1.3515], [-3.6454, -1.7461, 1.5643], [-3.1507, -1.8406, 3.0193], [-4.3062, -1.7468, 4.0265], [-4.9144, -0.3515, 4.1332], [-3.8381, 0.6783, 4.4679], [-2.6766, 0.6719, 3.4686], [-2.1716, -0.7415, 3.3254], [-1.3001, -1.0589, 4.2031], [-3.1260, 1.2880, 2.1360], [-1.5218, 1.5244, 3.9725], [-2.4479, -3.1817, 3.1881], [-4.7122, -1.9625, 1.4947], [-3.4741, -0.7797, 1.1121], [-3.1224, -2.4751, 0.9424], [-3.9292, -2.0452, 5.0092], [-5.0646, -2.4794, 3.7416], [-5.4317, -0.0870, 3.2061], [-5.6729, -0.3488, 4.9172], [-4.2579, 1.6870, 4.4959], [-3.4427, 0.4682, 5.4662], [-2.3765, 1.1232, 1.3592], [-3.2282, 2.3641, 2.2784], [-4.0888, 0.9248, 1.7865], [-1.2158, 1.2591, 4.9819], [-1.8340, 2.5704, 3.9729], [-0.6540, 1.4167, 3.3204], [-1.5536, -3.2323, 2.5652], [-3.1367, -3.9671, 2.8707], [-2.1579, -3.3650, 4.2187]], "forces_ev_per_angstrom": [[0.155, 0.030, -0.006], [0.000, 0.584, -0.098], [-0.060, -0.353, 0.028], [0.118, -0.111, 0.024], [0.051, -0.005, 0.018], [-0.076, -0.014, -0.005], [0.018, 0.035, -0.106], [-0.029, 0.047, -0.002], [0.141, 0.071, -0.011], [-0.038, -0.090, 0.007], [-0.103, -0.031, -0.082], [0.015, 0.004, 0.046], [-0.048, -0.246, -0.186], [-0.078, -0.159, 0.107], [0.065, 0.176, -0.039], [-0.060, -0.142, 0.059], [0.008, 0.026, -0.163], [0.098, 0.138, 0.044], [0.005, -0.098, -0.033], [-0.033, -0.058, 0.070], [-0.137, -0.063, -0.049], [0.017, 0.004, 0.038], [-0.042, -0.004, -0.048], [-0.042, -0.033, 0.019], [-0.025, 0.040, -0.020], [-0.023, -0.011, 0.030], [-0.013, 0.089, 0.044], [0.006, -0.095, 0.027], [0.092, -0.104, -0.045], [-0.059, -0.026, 0.134], [-0.049, 0.096, -0.004], [-0.063, -0.049, 0.011], [-0.019, -0.029, 0.032], [-0.002, 0.043, -0.055], [0.014, -0.036, 0.050], [0.090, 0.032, -0.079], [-0.026, 0.038, -0.044], [0.032, -0.021, 0.157], [-0.071, 0.219, 0.219], [-0.019, 0.066, 0.043], [0.165, 0.029, -0.105], [-0.002, 0.014, -0.016], [-0.006, -0.081, 0.035], [-0.019, 0.060, 0.024], [0.002, -0.036, 0.096], [-0.036, -0.009, -0.070], [0.009, -0.061, 0.053], [0.198, 0.098, -0.005], [-0.124, 0.078, -0.009], [-0.121, 0.059, 0.018], [-0.155, -0.122, 0.402], [0.078, 0.043, -0.049], [-0.051, -0.001, 0.020], [0.099, -0.044, -0.040], [-0.210, 0.135, 0.260], [0.602, 0.038, -0.466], [-0.280, -0.042, -0.060], [-0.039, -0.059, 0.029], [0.040, 0.017, -0.078], [0.041, -0.170, -0.224], [0.008, -0.014, -0.020], [0.034, 0.026, 0.008], [-0.005, 0.000, -0.024], [-0.060, 0.020, -0.005], [0.013, 0.001, -0.020], [-0.032, 0.002, 0.004], [0.020, 0.005, 0.036], [0.017, -0.005, -0.014], [-0.054, -0.020, 0.000], [0.000, 0.012, 0.001], [-0.012, 0.000, -0.017], [0.013, -0.001, -0.004], [-0.005, -0.021, -0.010], [-0.004, -0.014, 0.001], [0.003, -0.004, 0.013], [0.024, 0.063, 0.059], [-0.004, 0.032, 0.050], [-0.050, -0.024, 0.024], [0.024, -0.058, -0.137], [0.003, -0.014, -0.244], [-0.055, 0.089, 0.083], [0.063, -0.016, -0.050], [-0.061, -0.087, 0.084], [-0.004, 0.190, -0.265], [-0.415, 0.020, 0.377], [0.352, -0.062, -0.095], [0.011, -0.036, -0.027], [0.157, 0.068, 0.166], [-0.010, -0.029, 0.075], [0.001, -0.027, 0.022], [-0.019, 0.034, -0.008], [0.002, -0.038, 0.052], [0.057, 0.028, -0.015], [-0.001, -0.006, 0.018], [0.027, -0.001, -0.015], [-0.028, 0.008, -0.021], [-0.012, -0.007, 0.015], [0.048, -0.020, -0.024], [0.004, 0.016, 0.004], [0.014, -0.003, 0.012], [-0.015, -0.008, 0.006], [-0.037, -0.077, -0.004], [0.004, -0.010, -0.011], [-0.038, 0.044, -0.019], [-0.002, 0.013, -0.006], [0.009, 0.008, -0.009], [0.015, 0.016, 0.007]]}